Entry 1:
Here is a structure of composition C5H12O2 in a non-equilibrium geometry from OMol25. Energies are from ωB97M-V/def2-TZVPD.

Cartesian coordinates (Å):
C  1.46  -0.29  -0.16
C  1.77  1.09  -0.74
C  -0.04  -1.25  -0.32
O  2.43  -1.17  -0.61
O  -0.12  -1.93  -1.34
H  2.04  -1.96  -1.04
H  1.54  -0.23  0.93
H  -0.21  -1.71  0.67
H  1.60  1.06  -1.82
H  1.14  1.87  -0.30
H  2.79  1.39  -0.55
C  -1.74  0.11  -0.03
C  -1.90  0.63  1.38
H  -1.37  0.01  2.10
H  -1.51  1.64  1.49
H  -2.14  0.78  -0.79
H  -2.33  -0.79  -0.22
H  -0.43  0.13  -0.31
H  -2.96  0.63  1.66

HOMO level: -8.99 eV
ΔE to the lowest compared entry with this formula, charge and spin: 96.3 kcal/mol
frontier orbital gap: 9.80 eV

Entry 2:
Here is a structure of composition C24H64BrN6O5 in a non-equilibrium geometry from OMol25. Energies are from ωB97M-V/def2-TZVPD.

Cartesian coordinates (Å):
N  -0.31  0.85  0.57
C  -1.17  0.55  -0.56
C  -1.30  1.63  -1.63
C  -2.42  2.60  -1.33
C  -2.24  4.01  -1.80
C  -3.54  4.76  -1.90
N  -4.42  4.89  -0.67
Br  -3.42  5.46  0.85
C  -5.32  3.73  -0.26
C  -6.23  3.18  -1.36
C  -6.06  1.68  -1.56
O  -6.33  1.38  -2.90
H  -0.39  1.83  0.83
H  0.66  0.65  0.35
H  -2.17  0.35  -0.18
H  -0.82  -0.37  -1.01
H  -1.55  1.15  -2.57
H  -0.33  2.11  -1.73
H  -3.29  2.22  -1.85
H  -2.66  2.58  -0.27
H  -1.90  3.97  -2.83
H  -1.47  4.54  -1.26
H  -4.15  4.28  -2.64
H  -3.37  5.78  -2.22
H  -5.03  5.69  -0.84
H  -4.68  2.96  0.14
H  -5.90  4.12  0.56
H  -7.26  3.38  -1.09
H  -6.07  3.67  -2.31
H  -6.74  1.16  -0.88
H  -5.05  1.37  -1.29
H  -5.96  0.49  -3.09
C  3.03  0.05  2.64
C  2.18  -1.10  2.12
C  2.62  -2.48  2.60
O  3.76  -2.99  1.94
C  5.00  -2.53  2.43
N  2.12  -1.01  0.65
H  3.98  0.12  2.11
H  2.51  1.00  2.50
H  3.25  -0.07  3.70
H  1.16  -0.95  2.49
H  1.82  -3.19  2.36
H  2.75  -2.50  3.68
H  5.00  -2.42  3.52
H  5.30  -1.58  1.96
H  5.75  -3.28  2.16
H  1.45  -1.69  0.31
H  3.01  -1.32  0.28
C  -0.75  -2.19  5.58
C  0.08  -3.32  6.19
C  -0.27  -3.64  7.65
O  0.20  -2.71  8.59
C  -0.60  -1.56  8.78
N  1.50  -3.02  6.01
H  -0.41  -1.22  5.92
H  -0.66  -2.21  4.50
H  -1.81  -2.29  5.84
H  -0.14  -4.23  5.63
H  0.21  -4.59  7.91
H  -1.36  -3.78  7.77
H  -1.66  -1.80  8.70
H  -0.36  -0.76  8.08
H  -0.40  -1.19  9.79
H  2.06  -3.82  6.28
H  1.75  -2.29  6.67
C  -3.80  1.61  -5.05
C  -3.83  0.16  -4.57
C  -3.39  -0.86  -5.62
O  -4.34  -1.12  -6.62
C  -4.37  -0.21  -7.71
N  -5.17  -0.12  -4.03
H  -4.65  1.84  -5.69
H  -3.85  2.29  -4.20
H  -2.88  1.82  -5.61
H  -3.12  0.07  -3.74
H  -3.23  -1.82  -5.12
H  -2.43  -0.56  -6.07
H  -3.36  0.14  -7.95
H  -5.01  0.66  -7.51
H  -4.77  -0.74  -8.57
H  -5.18  -1.02  -3.57
H  -5.81  -0.23  -4.81
C  8.87  -1.13  -2.36
C  8.19  -0.15  -1.41
C  7.43  -0.82  -0.26
O  6.19  -1.39  -0.63
C  6.25  -2.69  -1.20
N  7.36  0.78  -2.18
H  8.15  -1.57  -3.06
H  9.62  -0.61  -2.96
H  9.37  -1.94  -1.82
H  8.98  0.44  -0.93
H  7.18  -0.05  0.47
H  8.05  -1.57  0.24
H  7.06  -3.27  -0.75
H  6.40  -2.66  -2.28
H  5.30  -3.18  -0.99
H  7.02  1.52  -1.57
H  6.53  0.28  -2.48

HOMO level: -10.42 eV
frontier orbital gap: 5.89 eV
total charge: +1

Entry 3:
Here is an isolated molecule of C4H6N2O from OMol25. Energies are from ωB97M-V/def2-TZVPD.

Cartesian coordinates (Å):
H  -0.81  -1.50  1.80
N  -0.25  -1.37  0.96
C  -0.05  -0.13  0.75
C  -0.57  1.03  1.55
N  0.80  0.25  -0.33
C  0.10  0.54  -1.69
C  0.71  -0.58  -1.48
O  1.20  -1.75  -1.80
H  -1.18  1.69  0.92
H  0.27  1.62  1.93
H  -1.18  0.69  2.39
H  -0.06  1.44  -2.26
H  1.02  -1.91  -2.74

HOMO level: -8.26 eV
ΔE to the lowest compared entry with this formula, charge and spin: 100.9 kcal/mol
frontier orbital gap: 8.90 eV
structure (SMILES): [H]/N=C(\C)N1C=C1O

Entry 4:
Here is a structure of composition C3H5O3V in a non-equilibrium geometry from OMol25. Energies are from ωB97M-V/def2-TZVPD.

Cartesian coordinates (Å):
H  2.74  0.79  -0.18
O  1.54  0.97  -1.78
C  2.63  0.71  -1.27
H  3.42  0.35  -1.94
O  0.44  1.55  -0.85
V  -0.84  0.39  -1.51
O  -1.72  0.50  0.05
C  -1.87  -0.20  1.17
C  -1.39  -1.43  1.41
H  -2.53  0.27  1.91
H  -1.79  -2.02  2.23
H  -0.63  -1.88  0.75

HOMO level (spin up / spin down): -11.70 / -11.96 eV
ΔE to the lowest compared entry with this formula, charge and spin: 115.8 kcal/mol
frontier orbital gap (spin up / spin down): 5.44 / 5.79 eV
expectation value of S²: 3.76
multiplicity: 4
total charge: +1

Entry 5:
Here is a structure of composition C30H26CaCl2N11O4S2 in a non-equilibrium geometry from OMol25. Energies are from ωB97M-V/def2-TZVPD.

Cartesian coordinates (Å):
Ca  0.93  -0.11  0.47
C  -2.44  2.10  5.08
C  -1.22  1.46  5.27
C  -0.84  0.42  4.44
C  -1.69  0.04  3.41
C  -2.90  0.68  3.19
C  -3.28  1.71  4.05
N  -1.28  -0.98  2.50
N  -0.82  -1.98  3.07
C  -0.27  -2.94  2.16
C  0.27  -4.07  2.76
C  0.84  -5.03  1.94
C  0.83  -4.81  0.57
C  0.28  -3.64  0.08
N  -0.26  -2.71  0.86
H  -2.74  2.91  5.74
H  -0.56  1.79  6.07
H  0.12  -0.07  4.54
H  -3.52  0.39  2.36
H  -4.23  2.21  3.89
H  0.25  -4.16  3.84
H  1.29  -5.92  2.35
H  1.28  -5.52  -0.12
H  0.30  -3.41  -0.98
N  -1.77  3.06  -1.18
C  -2.69  2.57  -2.13
C  -2.94  3.32  -3.26
C  -3.84  2.88  -4.22
C  -4.52  1.69  -4.04
C  -4.27  0.94  -2.90
C  -3.36  1.36  -1.95
S  -3.03  0.33  -0.55
N  -1.89  1.20  0.32
C  -1.43  2.32  -0.06
C  -0.42  2.95  0.84
C  -0.22  4.33  0.89
C  0.79  4.81  1.72
C  1.53  3.93  2.47
C  1.23  2.57  2.38
N  0.28  2.10  1.59
H  -0.94  3.47  -1.60
H  -2.41  4.26  -3.39
H  -4.01  3.48  -5.11
H  -5.22  1.33  -4.78
H  -4.78  -0.01  -2.76
H  -0.82  4.99  0.29
H  0.98  5.88  1.76
H  2.34  4.26  3.11
H  1.77  1.83  2.96
Cl  1.09  1.80  -1.67
N  4.94  -2.29  -0.28
C  5.00  -1.60  -1.41
N  6.25  -1.30  -1.91
N  3.99  -1.22  -2.16
C  2.76  -1.40  -1.74
N  1.63  -1.44  -1.50
H  5.77  -2.33  0.29
H  4.05  -2.30  0.29
H  6.99  -1.19  -1.24
H  6.22  -0.58  -2.62
Cl  1.79  -0.22  -5.18
C  0.47  -1.09  -4.49
C  0.45  -2.47  -4.51
C  -0.62  -3.11  -3.92
C  -1.63  -2.34  -3.36
N  -1.62  -1.01  -3.35
C  -0.58  -0.39  -3.89
H  1.27  -3.02  -4.96
H  -0.68  -4.19  -3.89
H  -2.48  -2.81  -2.88
H  -0.54  0.69  -3.84
O  2.88  -2.22  1.43
S  3.01  -0.89  2.09
O  4.12  -0.82  3.02
O  1.67  -0.60  2.70
O  3.13  0.13  0.99

HOMO level: -4.93 eV
ΔE to the lowest compared entry with this formula, charge and spin: 0.0 kcal/mol
frontier orbital gap: 7.13 eV
total charge: -1

Entry 6:
Here is a structure of composition C10H13EuNO2 in a non-equilibrium geometry from OMol25. Energies are from ωB97M-V/def2-TZVPD.

Cartesian coordinates (Å):
C  -1.63  0.16  -1.77
C  -0.80  1.32  -1.95
C  -1.02  2.20  -0.84
C  -1.97  1.57  0.04
C  -2.34  0.31  -0.54
Eu  0.36  0.24  0.27
C  1.78  -1.07  -1.33
C  0.87  -2.12  -1.01
C  0.64  -3.14  -1.95
N  0.16  -2.07  0.14
H  -0.49  3.12  -0.64
H  -0.11  1.47  -2.76
H  -2.30  1.94  1.01
H  -3.05  -0.40  -0.13
H  -1.71  -0.67  -2.45
H  1.74  -0.65  -2.33
H  -0.44  -2.88  0.28
H  2.51  -0.68  -0.63
H  1.20  -3.09  -2.87
H  -0.04  -3.98  -1.74
C  1.56  0.52  4.50
O  1.34  0.28  3.08
C  0.09  0.46  2.65
O  -0.86  0.82  3.30
H  0.90  -0.15  5.04
H  1.31  1.57  4.68
H  2.62  0.30  4.66

HOMO level (spin up / spin down): 1.77 / 1.71 eV
frontier orbital gap (spin up / spin down): 3.69 / 3.64 eV
expectation value of S²: 15.76
multiplicity: 8
total charge: -2

Entry 7:
Here is an isolated molecule of C6H6NOPS in a non-equilibrium geometry from OMol25. Energies are from ωB97M-V/def2-TZVPD.

Cartesian coordinates (Å):
C  0.97  -1.77  0.85
C  0.01  -1.52  -0.14
C  1.61  -0.85  1.56
C  -0.49  0.38  -1.66
C  -1.03  1.63  -1.03
C  -1.31  0.79  0.19
N  -0.50  -0.32  -0.49
O  -0.09  0.03  -2.70
P  2.19  0.26  2.64
S  -3.03  0.34  0.51
H  1.23  -2.82  0.94
H  -0.12  -2.36  -0.89
H  -0.18  2.15  -0.88
H  -1.70  2.22  -1.52
H  -0.75  1.19  1.14
H  3.19  0.66  1.49

HOMO level (spin up / spin down): -9.57 / -7.54 eV
ΔE to the lowest compared entry with this formula, charge and spin: 97.8 kcal/mol
frontier orbital gap (spin up / spin down): 8.67 / 4.97 eV

Entry 8:
Here is a cluster of 7 separate species, C18H52N2O7 in total in a non-equilibrium geometry from OMol25. Energies are from ωB97M-V/def2-TZVPD.

Cartesian coordinates (Å):
C  -2.02  4.06  0.33
O  -0.76  3.43  0.30
C  0.05  3.71  1.43
C  -0.43  2.96  2.70
C  0.41  3.08  3.94
N  -0.60  1.51  2.38
H  -2.49  3.86  -0.64
H  -1.99  5.15  0.41
H  -2.74  3.63  1.03
H  1.05  3.38  1.13
H  0.12  4.80  1.59
H  -1.43  3.38  2.81
H  1.42  2.67  3.80
H  -0.03  2.66  4.84
H  0.54  4.15  4.15
H  0.33  1.19  2.10
H  -1.04  1.54  1.46
C  -2.69  -1.41  -0.40
O  -1.88  -1.05  -1.50
C  -0.73  -0.34  -1.05
C  -0.02  0.19  -2.28
C  0.79  -0.84  -3.05
N  0.93  1.27  -1.89
H  -3.57  -1.98  -0.71
H  -3.02  -0.46  0.04
H  -2.17  -2.05  0.33
H  -0.99  0.47  -0.39
H  -0.13  -1.09  -0.52
H  -0.73  0.62  -2.98
H  0.20  -1.68  -3.41
H  1.58  -1.31  -2.46
H  1.36  -0.39  -3.87
H  1.68  1.34  -2.57
H  0.48  2.18  -1.81
C  3.47  -3.86  0.33
C  2.00  -3.51  0.37
O  1.46  -3.77  1.66
H  3.68  -4.90  0.58
H  3.94  -3.27  1.13
H  3.97  -3.58  -0.60
H  1.42  -4.15  -0.30
H  1.87  -2.47  0.05
H  1.83  -3.16  2.30
C  -6.40  -1.31  1.16
C  -7.11  -0.01  0.75
O  -7.97  0.37  1.83
H  -7.22  -1.98  1.43
H  -5.80  -1.17  2.06
H  -5.91  -1.77  0.30
H  -7.76  -0.18  -0.11
H  -6.37  0.75  0.51
H  -8.85  0.51  1.50
C  -1.24  -5.29  -0.98
C  -1.03  -6.12  0.27
O  -1.02  -5.31  1.42
H  -1.96  -4.50  -0.79
H  -1.60  -5.90  -1.81
H  -0.29  -4.81  -1.23
H  -0.16  -6.78  0.17
H  -1.84  -6.85  0.35
H  -0.26  -4.71  1.49
C  4.06  3.97  -2.20
C  4.33  3.02  -3.36
O  3.59  1.81  -3.28
H  4.09  4.99  -2.58
H  4.85  4.02  -1.45
H  3.13  3.76  -1.68
H  5.42  2.88  -3.32
H  4.14  3.46  -4.35
H  4.00  1.20  -3.89
C  3.85  1.84  1.19
C  3.39  0.52  0.58
O  1.98  0.35  0.81
H  3.72  1.80  2.28
H  3.19  2.64  0.85
H  4.82  2.19  0.86
H  3.89  -0.32  1.06
H  3.62  0.52  -0.49
H  1.64  0.48  -0.11

HOMO level: -9.04 eV
ΔE to the lowest compared entry with this formula, charge and spin: 3.9 kcal/mol
frontier orbital gap: 9.44 eV
structure (SMILES): COC[C@H](C)N.COC[C@H](C)N.CCO.CCO.CCO.CCO.CCO

Record-wise total energy values, in hartree: -348.05128, -4231.16908, -340.63412, -1286.52741, -4456.78679, -1304.22262, -1101.56337, -1353.08519